Entry from the OMol25 dataset: a molecular structure, C3H12N6P (ωB97M-V with the def2-TZVPD basis set).

Results
HOMO energy: -12.9 eV
energy relative to the best compared isomer or geometry (same formula, charge and spin): 0.00 kcal/mol
max |F|: 4.98 eV/Å
total charge: +1

```
22
Properties=species:S:1:pos:R:3:mulliken_charge:R:1
C 0.09 0.95 -0.39 0.268
C 0.38 2.22 -2.15 -0.378
C 0.06 0.77 -2.52 -0.472
N -1.63 -1.16 1.14 -0.525
N -0.07 2.22 -0.72 -0.285
N 0.12 0.01 -1.22 -0.217
N 0.29 -1.47 3.18 -0.558
N 0.72 -2.20 0.70 -0.425
N 0.51 0.44 1.48 -0.564
P -0.06 -1.07 1.62 0.786
H 1.41 2.48 -2.01 0.299
H -0.13 2.98 -2.74 0.282
H -0.96 0.71 -2.94 0.282
H 0.74 0.27 -3.25 0.293
H -2.13 -1.99 1.42 0.267
H 0.26 2.87 -0.08 0.272
H -2.23 -0.35 1.51 0.309
H -0.01 -0.80 3.83 0.250
H 0.10 -2.49 3.47 0.285
H 0.26 -2.41 -0.10 0.244
H 1.38 -2.88 1.10 0.267
H 1.46 0.43 1.20 0.319
```